A 6-piece molecular cluster, C15H46O6S5Si2 overall. Source: OMol25; level of theory: wB97M-V/def2-TZVPD.

**Gap between HOMO and LUMO**: 0.3386 Eh
**Highest occupied orbital energy**: -0.3210 Eh
**Lowest unoccupied orbital energy**: 0.481 eV
**Charge**: 0

Positions of all 74 atoms, in Å:
C  -3.2332  -2.5602  -0.9459
C  -3.3784  -1.4028  0.0373
C  -2.3694  -0.2767  -0.1912
C  -0.9195  -0.7410  -0.3023
C  -0.3761  -1.4975  0.9200
Si  -0.7964  -0.8108  2.5951
O  0.3746  -1.3558  3.6408
Si  0.4743  -1.5104  5.2662
H  -3.1685  -2.1867  -1.9724
H  -4.0946  -3.2262  -0.8934
H  -2.3322  -3.1498  -0.7576
H  -4.3883  -0.9948  -0.0543
H  -3.3012  -1.7768  1.0632
H  -2.4503  0.4681  0.6089
H  -2.6440  0.2491  -1.1132
H  -0.2778  0.1234  -0.4848
H  -0.8230  -1.3867  -1.1812
H  0.7176  -1.4787  0.8829
H  -0.6570  -2.5559  0.8855
H  -2.1045  -1.2736  3.1230
H  -0.7937  0.6712  2.6091
H  0.7461  -2.9242  5.6069
H  1.5833  -0.6790  5.7845
H  -0.7875  -1.0885  5.9180
C  3.6767  -4.2548  1.3926
S  3.1112  -2.9138  0.3374
O  2.4067  -3.5457  -0.8078
C  4.7361  -2.4329  -0.2645
H  2.7883  -4.7150  1.8200
H  4.2200  -4.9775  0.7845
H  4.3042  -3.8543  2.1886
H  5.2006  -3.2899  -0.7516
H  5.3421  -2.0734  0.5669
H  4.5811  -1.6307  -0.9828
C  4.7482  2.8508  5.2035
S  3.1367  2.2082  5.6811
O  2.2220  3.3760  5.7368
C  3.5725  1.8237  7.3832
H  4.6592  3.1871  4.1726
H  4.9979  3.6907  5.8513
H  5.4960  2.0610  5.2737
H  3.9140  2.7351  7.8730
H  4.3410  1.0511  7.4018
H  2.6680  1.4562  7.8636
C  0.4232  3.9657  -3.2576
S  -0.4120  2.7457  -2.2390
O  0.4929  2.4754  -1.0889
C  -0.2167  1.3666  -3.3749
H  0.4412  4.8933  -2.6878
H  1.4384  3.6180  -3.4501
H  -0.1192  4.1181  -4.1912
H  0.8458  1.2169  -3.5658
H  -0.7590  1.5730  -4.2974
H  -0.6346  0.4895  -2.8846
C  2.8922  6.6417  -4.6047
S  1.2148  7.0934  -5.0675
O  0.8192  6.1760  -6.1684
C  1.6320  8.6644  -5.8333
H  2.8437  5.6487  -4.1634
H  3.5121  6.6240  -5.5006
H  3.2749  7.3518  -3.8720
H  2.3409  8.4844  -6.6409
H  2.0469  9.3381  -5.0841
H  0.7078  9.0773  -6.2316
C  -7.7026  -5.9316  -2.3494
S  -7.2069  -5.4052  -0.7031
O  -6.4664  -4.1292  -0.8776
C  -5.9627  -6.6789  -0.4532
H  -8.4434  -5.2164  -2.7004
H  -6.8286  -5.9150  -2.9999
H  -8.1421  -6.9276  -2.3013
H  -5.2209  -6.6040  -1.2479
H  -6.4356  -7.6607  -0.4431
H  -5.4980  -6.4813  0.5105



C15H48F6O11P as an isolated structure. Source: OMol25; level of theory: wB97M-V/def2-TZVPD.

**Gap between HOMO and LUMO**: 0.2924 Eh
**Highest occupied orbital energy**: -0.1926 Eh
**Lowest unoccupied orbital energy**: 2.714 eV
**Charge**: -1

Positions of all 81 atoms, in Å:
P  0.2993  0.0248  -0.1092
F  0.2054  -1.5235  0.6035
F  1.7066  0.1200  0.6699
F  1.1004  -0.4587  -1.4077
F  0.5075  1.5997  -0.5165
F  -1.1100  -0.2642  -0.9250
F  -0.4567  0.6113  1.1610
C  -2.0958  -1.6895  1.3465
O  -1.2157  -2.5199  0.5616
H  -2.6640  -2.1480  2.1559
H  -1.5064  -0.9585  1.8999
H  -2.7762  -1.1161  0.7169
H  -0.5065  -1.9747  0.2130
C  -2.8333  1.3260  -1.1879
O  -3.8639  1.2487  -0.1998
H  -2.8299  2.3175  -1.6407
H  -1.8371  1.0581  -0.8362
H  -3.1440  0.6537  -1.9876
H  -4.3352  0.4291  -0.3663
C  -1.7317  2.8611  0.6625
O  -3.0483  3.3134  0.5010
H  -1.4967  3.1983  1.6720
H  -1.5541  1.7858  0.6805
H  -1.1414  3.3677  -0.1010
H  -2.9279  4.2654  0.4715
C  -0.1040  -2.6014  -1.4603
O  -0.5782  -3.9125  -1.1216
H  0.1278  -2.5373  -2.5234
H  -0.8872  -1.8535  -1.3362
H  0.7513  -2.2670  -0.8731
H  -0.1790  -4.3634  -1.8691
C  -2.8855  0.6320  2.0037
O  -3.2333  1.9951  2.1508
H  -1.8315  0.5792  1.7309
H  -3.1832  0.0830  2.8970
H  -3.4357  0.0944  1.2315
H  -2.7831  2.2248  2.9671
C  3.2121  0.9876  -0.1530
O  4.0745  0.7406  -1.2262
H  2.9277  -0.0117  0.1768
H  3.6065  1.4985  0.7254
H  2.3376  1.4282  -0.6318
H  5.0051  0.7598  -0.9909
C  1.0131  0.0024  3.4818
O  2.4368  -0.2544  3.6326
H  0.7354  0.8600  4.0946
H  0.6725  0.4157  2.5325
H  0.4804  -0.9177  3.7221
H  2.7103  -0.3889  2.7222
C  3.4039  -5.6424  2.9172
O  4.1247  -5.3614  1.7351
C  4.7979  -4.0947  1.6307
C  3.8366  -2.9082  1.4826
O  3.1700  -3.0419  0.1979
C  2.2158  -2.0291  0.1353
H  3.9724  -5.3220  3.7902
H  3.2232  -6.7165  2.8750
H  2.5125  -5.0201  2.9962
H  5.4312  -4.1080  0.7436
H  5.4561  -4.0338  2.4974
H  4.3769  -1.9695  1.3600
H  3.2568  -2.9047  2.4056
H  1.6380  -2.2633  -0.7588
H  2.6423  -1.0398  -0.0307
H  1.6199  -1.9473  1.0443
C  -0.3692  1.3058  -2.6980
O  -1.4623  2.0970  -3.2145
C  -1.1382  3.0697  -4.2150
C  -2.3091  4.0426  -4.2901
O  -2.5840  4.9103  -3.1677
C  -3.1095  4.2746  -2.0052
H  -0.7064  0.4176  -2.1636
H  0.1361  1.8705  -1.9144
H  0.2811  0.9619  -3.5023
H  -0.9224  2.6067  -5.1778
H  -0.2328  3.5336  -3.8235
H  -3.1284  3.5236  -4.7874
H  -2.0503  4.7624  -5.0668
H  -2.3347  3.6879  -1.5115
H  -3.9708  3.6138  -2.1031
H  -3.5124  5.0035  -1.3020



A 9-piece molecular cluster, C15H48O9 overall. Source: OMol25; level of theory: wB97M-V/def2-TZVPD.

**Energy above the lowest of the compared OMol25 structures with the same formula, charge and spin**: 132.1 kcal/mol
**Gap between HOMO and LUMO**: 0.3418 Eh
**SMILES**: CCO.CCO.CCO.CCO.CCO.CCO.CO.CO.CO
**Highest occupied orbital energy**: -0.3309 Eh
**Lowest unoccupied orbital energy**: 0.298 eV
**Charge**: 0

Positions of all 72 atoms, in Å:
C  1.1677  1.3631  -3.9851
C  1.0407  2.2781  -5.2461
O  -0.2443  2.5711  -5.4431
H  0.9477  1.9081  -3.0871
H  2.2097  1.0701  -3.9281
H  0.6267  0.4711  -4.0551
H  1.4297  1.7031  -6.0061
H  1.7157  3.1221  -5.1001
H  -0.1893  3.2071  -6.2311
C  1.6327  -1.3409  -0.3521
C  1.3427  0.1571  -0.4641
O  0.2237  0.4701  0.2999
H  2.4307  -1.7559  -0.9461
H  0.7127  -1.8489  -0.5991
H  1.7457  -1.5229  0.7169
H  0.9907  0.4841  -1.4171
H  2.2197  0.7381  -0.1281
H  -0.5393  0.5511  -0.2861
C  1.4037  4.4421  -1.6741
C  2.4207  3.4791  -1.1911
O  3.6437  4.1211  -0.9681
H  0.5747  3.8571  -2.0871
H  1.8557  5.0901  -2.4671
H  0.9357  5.0051  -0.8441
H  2.5297  2.6861  -1.9241
H  2.0547  3.1231  -0.2971
H  3.6937  4.3261  -0.0311
C  1.2047  -2.5229  5.1359
C  0.7477  -2.7939  3.6789
O  -0.1203  -1.8039  3.2449
H  1.8767  -1.6599  5.2599
H  1.7617  -3.3569  5.5399
H  0.3657  -2.3239  5.8629
H  0.3657  -3.8179  3.4949
H  1.6237  -2.7059  3.1099
H  0.3537  -1.0049  3.0649
C  -3.0093  -2.8949  -2.3041
C  -3.1133  -1.9109  -1.1411
O  -3.8673  -2.4079  -0.1311
H  -3.9443  -3.3729  -2.2921
H  -2.2103  -3.6769  -2.2101
H  -2.9223  -2.5269  -3.3131
H  -3.5183  -0.9709  -1.5031
H  -2.0793  -1.6849  -0.7811
H  -3.9833  -1.7079  0.5529
C  3.1997  0.6331  3.1289
C  2.1427  1.7031  2.8269
O  0.9207  0.9781  2.8919
H  3.2067  0.3121  4.1479
H  4.2107  1.1281  2.9939
H  3.0847  -0.2439  2.4769
H  2.3577  2.1421  1.8219
H  2.0277  2.4221  3.6759
H  0.7287  0.6831  1.9819
C  -1.9313  2.0931  -1.5281
O  -1.6003  0.7661  -1.6911
H  -1.7533  2.3481  -0.4791
H  -2.9503  2.3831  -1.7891
H  -1.1943  2.6661  -2.0971
H  -1.6343  0.5141  -2.6391
C  -2.4873  -0.2889  1.6229
O  -3.8553  -0.7429  1.8509
H  -1.8173  -1.1269  1.5509
H  -2.1353  0.2401  2.4349
H  -2.5613  0.3981  0.8299
H  -4.3933  0.0291  1.8349
C  -1.6823  -4.3519  1.2859
O  -2.8103  -4.8019  0.5839
H  -1.9323  -3.5899  2.0379
H  -0.9833  -3.7929  0.7499
H  -1.1663  -5.1769  1.8029
H  -3.1013  -3.9349  0.1619



C15H4Cl5I2NOPb as an isolated structure. Source: OMol25; level of theory: wB97M-V/def2-TZVPD.

**Energy above the lowest of the compared OMol25 structures with the same formula, charge and spin**: 0.0 kcal/mol
**Gap between HOMO and LUMO**: 0.1397 Eh
**Highest occupied orbital energy**: -0.5204 Eh
**Lowest unoccupied orbital energy**: -10.361 eV
**Charge**: +2

Positions of all 29 atoms, in Å:
Pb  -1.5670  0.4172  -2.2417
Cl  -4.2574  -0.6390  -1.4750
C  -3.6566  0.2148  -0.0653
C  -2.3842  0.7561  -0.1480
C  -1.9006  1.4231  0.9642
Cl  -0.3117  2.1403  0.9236
C  -2.6582  1.5490  2.1266
Cl  -2.0332  2.3684  3.4935
C  -3.9421  0.9961  2.1712
Cl  -4.8877  1.1470  3.5805
C  -4.4563  0.3202  1.0620
Cl  -6.0228  -0.3611  1.0927
I  -0.1200  -4.2723  0.4278
C  1.1293  -2.7459  0.0060
C  2.4444  -2.7564  0.3717
C  3.2972  -1.6660  0.0830
I  5.2137  -1.8523  0.6776
C  2.8287  -0.4646  -0.5970
C  3.6260  0.6502  -0.8676
C  3.0641  1.7407  -1.5048
C  1.7229  1.6967  -1.8540
N  0.9493  0.6352  -1.6006
C  1.4919  -0.4076  -0.9949
C  0.5789  -1.5594  -0.7414
O  -0.5666  -1.5438  -1.1358
H  2.8470  -3.6124  0.8959
H  4.6700  0.6637  -0.5838
H  3.6514  2.6206  -1.7266
H  1.2494  2.5413  -2.3399



C15H50BNO21 as an isolated structure. Source: OMol25; level of theory: wB97M-V/def2-TZVPD.

**Energy above the lowest of the compared OMol25 structures with the same formula, charge and spin**: 43.8 kcal/mol
**Gap between HOMO and LUMO**: 0.3338 Eh
**Highest occupied orbital energy**: -0.3613 Eh
**Lowest unoccupied orbital energy**: -0.749 eV
**Charge**: 0

Positions of all 88 atoms, in Å:
C  -5.5742  -44.0982  -10.5016
C  -6.6491  -44.0440  -11.4767
C  -6.5411  -45.1168  -12.5435
C  -6.9140  -46.5555  -12.0784
N  -7.5172  -47.5220  -13.0679
C  -8.9438  -46.9796  -13.5198
C  -9.6959  -48.2351  -13.9200
C  -9.0096  -49.4452  -13.2735
C  -7.9513  -48.7916  -12.3241
C  -6.5206  -47.7231  -14.1085
C  -5.1759  -48.4061  -13.8851
C  -4.5015  -48.9151  -15.1538
H  -4.5767  -44.0234  -11.0952
H  -5.7520  -44.8161  -9.7552
H  -5.5201  -43.1500  -10.1293
H  -6.6250  -43.1108  -11.8014
H  -7.3794  -43.8918  -10.8086
H  -5.6044  -45.0928  -12.9442
H  -6.9384  -45.1095  -13.3698
H  -7.7837  -46.3439  -11.3226
H  -5.9346  -47.1553  -11.8241
H  -8.6361  -46.1220  -14.2002
H  -9.4671  -46.1851  -12.9975
H  -9.7290  -48.2205  -14.9251
H  -10.7013  -48.0651  -13.3912
H  -8.4883  -50.1088  -14.0206
H  -9.7059  -50.2743  -12.7109
H  -7.1458  -49.4350  -12.0859
H  -8.4362  -48.6876  -11.4497
H  -6.3428  -46.7148  -14.6357
H  -7.0362  -48.1832  -14.9087
H  -5.3365  -49.2939  -13.1695
H  -4.7120  -47.8434  -13.2778
H  -4.8457  -49.8688  -15.5682
H  -3.5360  -49.2280  -14.8878
H  -4.4960  -48.0675  -15.8876
O  -7.7021  -52.9323  -17.2807
C  -8.4329  -52.3824  -16.4791
O  -9.4201  -53.0696  -15.9745
B  -10.4726  -52.1293  -15.6897
O  -10.1254  -50.8924  -16.3176
C  -8.8927  -51.0349  -16.5054
O  -8.1104  -50.0941  -16.7923
O  -10.6709  -51.9899  -14.2528
C  -11.9066  -52.2279  -13.9400
O  -12.3514  -52.0293  -12.8342
C  -12.5651  -52.6848  -15.0853
O  -11.7842  -52.6305  -16.0888
O  -13.7864  -52.7940  -15.2856
O  -11.0972  -54.3134  -18.8669
H  -10.7242  -53.4621  -19.0624
H  -10.2671  -54.6360  -18.3713
O  -5.4077  -54.3435  -17.2848
H  -5.4844  -55.0682  -17.8732
H  -6.2899  -53.8861  -17.4354
O  -16.3102  -52.6501  -15.2629
H  -15.4796  -52.8706  -15.0865
H  -16.4528  -52.8504  -16.1078
O  -11.3439  -53.2204  -10.4616
H  -11.1494  -54.1087  -10.7927
H  -11.7174  -52.8674  -11.2942
O  -15.1788  -53.4300  -11.9386
H  -15.6974  -52.7486  -12.4635
H  -14.3244  -53.4469  -12.2125
O  -8.9960  -55.5987  -17.4042
H  -9.1940  -56.4992  -16.8957
H  -8.8712  -54.9721  -16.7107
O  -6.9469  -50.0192  -19.7779
H  -6.9608  -49.0513  -20.1761
H  -6.6243  -50.0388  -18.7696
O  -11.5528  -55.1698  -14.0020
H  -10.8432  -55.4636  -13.4716
H  -12.1162  -55.8241  -14.3322
O  -13.0751  -49.2756  -12.1329
H  -13.1217  -50.2970  -12.1993
H  -13.9148  -49.1858  -12.7584
O  -13.9621  -53.5745  -18.0901
H  -13.8067  -53.1758  -17.2163
H  -13.0453  -53.4466  -18.5881
O  -12.3417  -48.6550  -17.4448
H  -11.8995  -48.6948  -18.3714
H  -12.4386  -49.4386  -17.1012
O  -7.5282  -54.1146  -20.0325
H  -7.8902  -54.1312  -19.1862
H  -7.3497  -55.0483  -20.2551
O  -8.4404  -52.9164  -12.4332
H  -8.2739  -52.7787  -11.4802
H  -9.2292  -53.2078  -12.6362



A 10-piece molecular cluster, C15H50O10 overall. Source: OMol25; level of theory: wB97M-V/def2-TZVPD.

**Energy above the lowest of the compared OMol25 structures with the same formula, charge and spin**: 175.6 kcal/mol
**Gap between HOMO and LUMO**: 0.3760 Eh
**SMILES**: CCO.CCO.CCO.CCO.CCO.CO.CO.CO.CO.CO
**Highest occupied orbital energy**: -0.3669 Eh
**Lowest unoccupied orbital energy**: 0.247 eV
**Charge**: 0

Positions of all 75 atoms, in Å:
C  -16.1899  16.6438  -12.7209
C  -16.5134  16.1590  -14.0768
O  -17.8179  16.4515  -14.4065
H  -15.2488  16.2623  -12.3250
H  -16.7726  16.2474  -11.8893
H  -16.0479  17.7101  -12.5451
H  -16.3542  15.0817  -14.1237
H  -15.8420  16.6711  -14.7662
H  -18.0964  15.8370  -15.0895
C  -11.5516  11.7379  -16.0401
C  -10.8593  13.0553  -16.1008
O  -11.9130  13.8814  -16.5500
H  -11.8382  11.3632  -17.0228
H  -12.4923  11.9282  -15.5234
H  -10.8705  11.0908  -15.4874
H  -9.9426  13.0913  -16.6894
H  -10.6815  13.2491  -15.0430
H  -11.5918  14.7337  -16.2464
C  -5.9941  8.0396  -11.8749
C  -6.5764  9.2402  -11.0546
O  -7.8833  9.6127  -11.5043
H  -4.9083  8.1293  -11.9060
H  -6.3469  8.0961  -12.9047
H  -6.2855  7.0773  -11.4541
H  -5.9648  10.1384  -11.1393
H  -6.7477  8.9628  -10.0145
H  -8.4852  8.9116  -11.7646
C  -12.4126  4.9354  -11.5056
C  -11.0112  5.1314  -12.1028
O  -10.9492  6.3044  -12.8704
H  -13.2124  5.0369  -12.2391
H  -12.5734  5.6071  -10.6623
H  -12.4175  3.8901  -11.1969
H  -10.8343  4.3088  -12.7957
H  -10.3141  5.2100  -11.2686
H  -11.3137  6.0673  -13.7263
C  -11.9103  15.6852  -22.1667
C  -10.8009  15.4253  -23.2602
O  -9.8924  16.5875  -23.2494
H  -11.6343  15.9374  -21.1428
H  -12.3841  14.7623  -21.8322
H  -12.6392  16.4172  -22.5146
H  -11.2418  15.4280  -24.2571
H  -10.1208  14.5998  -23.0504
H  -9.2939  16.4926  -23.9939
C  -15.1213  9.9548  -11.2556
O  -14.0628  9.5887  -10.3579
H  -16.1185  9.5278  -11.1492
H  -15.3174  11.0265  -11.2877
H  -14.8574  9.7110  -12.2846
H  -13.3564  10.2383  -10.3309
C  -7.4010  11.0413  -20.5112
O  -6.0714  10.8619  -20.8388
H  -8.0794  10.4934  -21.1652
H  -7.6604  10.7623  -19.4900
H  -7.7010  12.0871  -20.5770
H  -5.5626  11.6512  -20.6398
C  -9.6026  6.4451  -17.8316
O  -10.9298  6.4355  -17.3591
H  -9.0694  5.7550  -17.1776
H  -9.6884  6.0551  -18.8458
H  -9.2073  7.4566  -17.7388
H  -11.3560  7.1222  -17.8771
C  -11.3761  19.4610  -14.6292
O  -11.5969  18.7766  -15.8335
H  -11.2775  18.7964  -13.7709
H  -10.4238  19.9705  -14.7768
H  -12.0595  20.2950  -14.4692
H  -11.0996  19.2034  -16.5351
C  -10.6418  14.2676  -9.4193
O  -10.8812  13.0377  -10.0397
H  -11.3624  14.4692  -8.6266
H  -9.6052  14.2335  -9.0840
H  -10.7526  15.1115  -10.1002
H  -10.1048  12.7254  -10.5100



> Look up the lowest unoccupied orbital energy of the fifth one.

-0.749 eV



> Among the records above, which one has the highest lowest unoccupied orbital energy?

C15H48F6O11P